w | An isolated molecule of C7H6N4, computed with ωB97M-V/def2-TZVPD.

LUMO level (spin up / spin down) = -1.5941 / -1.0698 eV
Gap between HOMO and LUMO (spin up / spin down) = 6.69 / 7.15 eV

Structure (XYZ):
```
17
Properties=species:S:1:pos:R:3:nbo_charge:R:1
C -2.05297 0.27148 1.17893 0.230
C 2.62140 -0.21620 0.76097 0.085
C 2.08567 0.89458 0.13907 -0.170
C 0.68803 -0.90349 0.14576 0.572
C -1.50493 -1.32677 -0.51440 0.104
C -0.06534 1.11930 -0.99518 -0.078
C -2.44321 -0.52873 0.15409 -0.475
N -1.77940 0.80549 2.15865 -0.322
N 1.75886 -1.20271 0.83077 -0.515
N -0.35142 -1.59322 0.00460 -0.432
N 0.92871 0.49026 -0.36955 -0.298
H 3.59927 -0.23731 1.25683 0.215
H 2.56571 1.86741 -0.22741 0.227
H -1.73267 -1.80081 -1.49353 0.216
H -0.97093 0.67463 -1.12834 0.202
H 0.07733 1.96942 -1.62811 0.192
H -3.42411 -0.28332 -0.27315 0.247
```

***

x | An isolated molecule of C7H6N4, computed with ωB97M-V/def2-TZVPD.

Structure (SMILES) = c1cncc(-c2cnn[nH]2)c1
LUMO level = -0.0979 eV
Gap between HOMO and LUMO = 8.79 eV

Structure (XYZ):
```
17
Properties=species:S:1:pos:R:3:nbo_charge:R:1
C -1.16079 0.64130 -2.18474 -0.260
C 0.14703 0.71256 -2.69653 0.028
N 1.32425 0.60698 -2.07778 -0.431
C 1.52506 0.58054 -0.59140 0.025
C 0.22459 0.36891 0.01645 -0.122
C 0.27302 -0.10756 1.35497 0.104
C 0.74227 -1.49664 1.60271 -0.159
N 0.28752 -1.95677 2.88449 -0.192
N -0.65094 -1.10581 3.33642 -0.040
N -0.70015 0.10082 2.23404 -0.446
C -1.09496 0.24702 -0.82322 -0.138
H -2.11821 0.69926 -2.94428 0.254
H 0.13692 1.19520 -3.72718 0.192
H 2.60543 0.81502 -0.02646 0.263
H 1.65195 -2.24708 1.34265 0.251
H -1.25841 1.05601 2.54308 0.451
H -1.93458 -0.10978 -0.24321 0.221
```

***

y | An isolated molecule of C7H6N4, computed with ωB97M-V/def2-TZVPD.

Structure (SMILES) = C=Cn1cnc2cncnc21
LUMO level = 0.3588 eV
Gap between HOMO and LUMO = 9.68 eV

Structure (XYZ):
```
17
Properties=species:S:1:pos:R:3:nbo_charge:R:1
C -1.33927 0.20211 -2.44246 -0.399
C -1.58868 0.84628 -1.25556 -0.023
N -0.78596 0.75482 -0.12352 -0.387
C -0.68897 1.72745 0.85665 0.231
N 0.19289 1.45321 1.78215 -0.427
C 0.71918 0.23902 1.38777 0.009
C 1.77926 -0.53953 1.89654 0.094
N 2.05307 -1.73431 1.33858 -0.457
C 1.40729 -2.06808 0.20497 0.244
N 0.43194 -1.35527 -0.37468 -0.463
C 0.11589 -0.20687 0.22748 0.323
H -0.47941 -0.44051 -2.58099 0.229
H -2.04805 0.31385 -3.25020 0.210
H -2.45837 1.49514 -1.14283 0.209
H -1.28666 2.61953 0.89552 0.209
H 2.29854 -0.26599 2.79124 0.207
H 1.67729 -3.04084 -0.21067 0.189
```

***

Which of them is the most stable? Correct choice: y.

***

w | An isolated molecule of CH3NO3, computed with ωB97M-V/def2-TZVPD.

Structure (SMILES) = O=[N+]([O-])CO
LUMO level = -0.0572 eV
Gap between HOMO and LUMO = 11.17 eV

Structure (XYZ):
```
8
Properties=species:S:1:pos:R:3:nbo_charge:R:1
O -0.10834 1.30187 -0.88833 -0.389
N 0.47023 0.29377 -0.68323 0.512
O 1.39105 -0.16470 -1.29262 -0.355
C 0.08186 -0.35500 0.49355 0.026
O -1.28910 -0.35463 0.55378 -0.702
H 0.56163 -1.46490 0.35179 0.217
H 0.49762 0.28695 1.32716 0.199
H -1.60496 0.45665 0.13791 0.493
```

***

x | A structure of composition CH3NO3, computed with ωB97M-V/def2-TZVPD.

LUMO level (spin up / spin down) = -1.7007 / -1.7014 eV
Gap between HOMO and LUMO (spin up / spin down) = 8.50 / 8.50 eV

Structure (XYZ):
```
8
Properties=species:S:1:pos:R:3:nbo_charge:R:1
C 0.09006 -1.12846 0.51498 0.356
O -0.60797 0.82811 -0.72228 -0.029
O 0.15256 -0.72612 -0.72890 -0.292
O 0.41997 1.75679 -0.77451 -0.353
N -0.39732 -0.48914 1.52645 -0.696
H 0.76373 1.57177 -1.66984 0.473
H -0.90996 0.33420 1.18807 0.352
H 0.48892 -2.14715 0.66606 0.190
```

***

y | A cluster of 2 separate species, CH3NO3 in total, computed with ωB97M-V/def2-TZVPD.

Structure (SMILES) = O=C=NO.O
LUMO level = 0.2834 eV
Gap between HOMO and LUMO = 10.44 eV

Structure (XYZ):
```
8
Properties=species:S:1:pos:R:3:nbo_charge:R:1
O 2.52709 0.54332 -0.73740 -0.523
C 1.43219 0.20707 -0.94417 0.784
N 0.24691 0.16651 -0.99803 -0.301
O -0.84585 -0.62356 -1.30615 -0.487
H -1.21929 -0.51437 -0.43213 0.503
O -1.05469 -0.05908 1.37795 -0.928
H -0.80100 0.81886 1.52644 0.480
H -0.28537 -0.53876 1.51349 0.473
```

***

z | A structure of composition CH3NO3, computed with ωB97M-V/def2-TZVPD.

LUMO level (spin up / spin down) = -0.3099 / -0.3101 eV
Gap between HOMO and LUMO (spin up / spin down) = 8.95 / 8.95 eV

Structure (XYZ):
```
8
Properties=species:S:1:pos:R:3:nbo_charge:R:1
C 0.10165 0.03461 -0.24585 0.891
N -0.42726 1.22740 -0.58015 -0.794
O -0.74925 -0.53015 1.36486 -0.829
O 1.64574 -1.68176 -0.02337 -0.457
O 1.12708 -0.57942 -0.51110 -0.146
H -1.40803 1.22964 -0.32355 0.438
H -0.18924 1.36041 -1.55487 0.411
H -0.10069 -1.06074 1.87402 0.486
```

***

Which of them is the most stable? Correct choice: y.

***

w | A structure of composition C22H38Br2ClIrN2O9SSi, computed with ωB97M-V/def2-TZVPD.

Charge = +1
LUMO level (spin up / spin down) = -2.9496 / -6.7055 eV
Multiplicity = 6
Gap between HOMO and LUMO (spin up / spin down) = 8.49 / 5.52 eV

Structure (XYZ):
```
77
Properties=species:S:1:pos:R:3:mulliken_spin:R:1
Ir 0.96636 0.34335 -2.21636 2.474
C -0.97680 -1.26989 2.43356 0.004
C -0.47703 -1.69517 1.05981 -0.008
C 0.43835 -2.90644 1.16323 -0.001
C -1.63874 -1.95673 0.11801 -0.001
O 0.28023 -0.60381 0.44904 0.016
Si 1.37327 0.37352 1.15358 0.112
S 2.27217 1.26594 -0.62632 0.696
O 0.80283 1.50602 2.14118 0.043
C -0.11379 2.62263 2.03454 0.008
C 0.70960 3.86212 1.71978 0.007
C -0.78045 2.74010 3.39441 0.001
C -1.13676 2.35314 0.94195 0.016
O 2.50994 -0.49026 1.90051 0.051
C 3.49451 -0.13077 2.90898 -0.011
C 4.52120 -1.24948 2.88172 -0.002
C 4.13533 1.20221 2.55039 0.021
C 2.79245 -0.06500 4.25659 0.003
H -1.57456 -2.07198 2.86946 0.001
H -1.60173 -0.37792 2.36220 0.000
H -0.14593 -1.06434 3.11319 -0.001
H -0.12710 -3.77257 1.51196 0.000
H 1.25470 -2.71667 1.86078 -0.001
H 0.87391 -3.13378 0.18719 -0.001
H -2.23127 -2.80484 0.46583 0.000
H -1.26802 -2.17313 -0.88437 0.000
H -2.28799 -1.08074 0.05902 0.002
H 1.45534 4.03134 2.49812 -0.001
H 0.06514 4.74092 1.66235 0.001
H 1.22221 3.75074 0.76168 0.001
H -0.02976 2.87658 4.17389 0.000
H -1.35476 1.83956 3.61816 0.000
H -1.45749 3.59589 3.41161 0.001
H -0.65477 2.27805 -0.03504 0.002
H -1.85530 3.17297 0.89007 0.000
H -1.68295 1.42690 1.13641 0.001
H 4.99478 -1.30784 1.90026 0.001
H 4.04294 -2.20637 3.09542 0.000
H 5.29402 -1.07309 3.63130 0.000
H 4.59909 1.15195 1.56273 -0.001
H 4.91126 1.44959 3.27645 0.000
H 3.39707 2.00706 2.55937 -0.005
H 2.33241 -1.02721 4.48986 0.000
H 2.02092 0.70583 4.25136 0.000
H 3.51180 0.16847 5.04349 0.000
Br 3.96364 -0.48702 -3.37695 0.044
C 3.36783 -0.90966 -5.14321 -0.012
Br 1.47370 -0.53306 -5.34093 0.253
H 3.48863 -1.96708 -5.33215 0.004
H 3.88458 -0.29285 -5.86635 0.005
N 0.94928 2.28595 -3.42425 0.171
H 0.89836 2.23112 -4.43466 -0.007
H 1.73907 2.87020 -3.17387 -0.007
H 0.07223 2.70155 -3.07337 -0.028
O -1.58037 2.53399 -2.44107 0.023
C -1.92040 1.37136 -2.23478 -0.007
O -1.10115 0.35213 -2.16037 0.264
C -3.35767 1.00353 -2.04535 -0.006
C -4.32117 2.00513 -1.97967 0.000
C -5.65504 1.67997 -1.78423 0.001
C -6.03929 0.35276 -1.65610 0.001
C -5.06187 -0.62332 -1.72802 0.000
C -3.72914 -0.32725 -1.92259 0.008
N -5.44743 -2.04530 -1.57823 0.000
O -6.63444 -2.30107 -1.53860 0.000
O -4.55802 -2.87656 -1.66876 0.000
H -4.00866 3.03597 -2.08165 0.000
H -6.40160 2.46090 -1.72959 0.000
H -7.06981 0.06930 -1.50204 0.000
H -2.99945 -1.11788 -1.96973 -0.002
Cl 2.47030 -4.60030 -1.69109 0.019
C 0.91074 -4.26941 -2.45414 0.063
C 0.95767 -2.84062 -2.98142 -0.027
O 1.07957 -2.84339 -4.26411 0.697
O 0.89797 -1.90100 -2.21045 0.099
H 0.12191 -4.31392 -1.70585 0.016
H 0.73336 -4.99102 -3.24378 0.003
```

***

x | A structure of composition C22H38Br2ClIrN2O9SSi, computed with ωB97M-V/def2-TZVPD.

Charge = +1
LUMO level (spin up / spin down) = -2.6817 / -6.2288 eV
Multiplicity = 6
Gap between HOMO and LUMO (spin up / spin down) = 9.34 / 6.34 eV

Structure (XYZ):
```
77
Properties=species:S:1:pos:R:3:mulliken_spin:R:1
Ir 0.58522 0.07688 0.39945 2.634
C -0.70570 1.63642 -4.74835 0.003
C 0.14527 0.84140 -3.77295 -0.003
C 0.03586 -0.64801 -4.03923 -0.003
C 1.58689 1.32557 -3.79506 0.000
O -0.37516 1.01955 -2.40763 0.090
Si -0.91301 2.35622 -1.68341 0.013
S -1.23895 1.60148 0.36689 1.068
O 0.26857 3.43497 -1.45825 0.064
C 0.24816 4.89356 -1.35109 -0.006
C -0.06243 5.46554 -2.72477 0.008
C -0.78992 5.30841 -0.32008 0.017
C 1.64712 5.27819 -0.90242 -0.004
O -2.25789 3.02165 -2.23630 0.022
C -3.65028 2.59561 -2.33556 0.007
C -4.17455 3.19731 -3.62700 0.002
C -3.73031 1.07631 -2.36642 0.007
C -4.37864 3.16389 -1.12900 0.004
H -0.33489 1.47629 -5.76118 0.000
H -0.65881 2.70875 -4.54180 0.000
H -1.74777 1.31635 -4.71303 -0.001
H 0.49665 -0.90114 -4.99390 0.000
H -1.01144 -0.95440 -4.06428 0.001
H 0.53540 -1.20642 -3.24802 -0.001
H 2.04055 1.09071 -4.75893 0.000
H 2.16242 0.83720 -3.01117 -0.008
H 1.63478 2.40494 -3.64227 0.001
H -1.05515 5.15859 -3.05441 0.000
H 0.67687 5.12746 -3.45244 0.000
H -0.03350 6.55496 -2.69110 -0.001
H -1.79280 5.02304 -0.63848 -0.002
H -0.77254 6.39036 -0.18745 -0.001
H -0.57602 4.84739 0.64705 0.001
H 2.39027 4.90319 -1.60746 -0.001
H 1.85694 4.87638 0.09143 0.003
H 1.74255 6.36233 -0.84823 0.000
H -3.63749 2.79714 -4.48708 0.000
H -4.05490 4.28059 -3.61436 0.000
H -5.23386 2.96791 -3.74379 0.000
H -3.13218 0.66764 -3.18238 -0.002
H -4.76477 0.76505 -2.51183 0.000
H -3.38884 0.63757 -1.42422 -0.001
H -4.30092 4.25129 -1.11442 0.000
H -3.96446 2.76839 -0.19968 0.001
H -5.43493 2.89662 -1.16894 0.000
Br -1.38098 -1.80769 -0.79085 0.135
C -1.27712 -3.29901 0.45477 -0.006
Br 0.49648 -3.53312 1.12611 0.011
H -1.57504 -4.17913 -0.09935 0.002
H -1.93466 -3.05555 1.27815 0.002
N 2.23149 1.69003 0.81033 0.246
H 2.04434 2.11241 1.71422 -0.006
H 2.27187 2.41782 0.10205 -0.020
H 3.11788 1.19679 0.86612 -0.013
O 3.02937 -1.23778 0.69215 0.047
C 2.83665 -1.26940 -0.51069 0.027
O 1.79488 -0.63217 -1.03989 0.381
C 3.73204 -1.95295 -1.47637 -0.008
C 4.82261 -2.67294 -0.99332 0.003
C 5.67432 -3.31933 -1.87433 0.001
C 5.45011 -3.24674 -3.24221 0.001
C 4.36387 -2.52062 -3.69457 0.000
C 3.49447 -1.87487 -2.84128 0.008
N 4.11646 -2.42007 -5.14852 0.000
O 4.86841 -3.01426 -5.88636 0.000
O 3.17169 -1.74273 -5.50804 0.000
H 4.98639 -2.71974 0.07493 0.000
H 6.51813 -3.88124 -1.49946 0.000
H 6.09873 -3.73686 -3.95343 0.000
H 2.65890 -1.32617 -3.24195 -0.003
Cl 1.09488 -1.87946 4.79003 0.002
C -0.28441 -0.79032 4.51354 0.009
C -0.50974 -0.62134 3.02927 0.011
O -1.50741 -1.00317 2.46181 0.028
O 0.51539 -0.06613 2.39687 0.224
H -0.05123 0.16762 4.97191 0.002
H -1.16864 -1.22607 4.96488 0.001
```

***

Which of them is the most stable? Correct choice: x.